(1)
A molecular structure, C36H30F6IrN8O4P2S3Se2, computed with ωB97M-V with the def2-TZVPD basis set.

Lowest unoccupied orbital energy (alpha / beta) (Ha): -0.2309 / -0.2950
⟨S²⟩: 0.75
Energy above the lowest of the compared OMol25 structures with the same formula, charge and spin (eV): 0.003

The geometry in ORCA input format:
```
! RIJCOSX wB97M-V def2-TZVPD def2/J DEFGRID3
* xyz 2 2
Ir -1.10436 -0.04044 -1.84629
Se -1.75578 -1.76141 -0.35366
Se 1.89365 -1.24818 3.44050
S -3.57871 -1.05983 -4.17456
S 0.51082 -1.31513 -2.99248
S -4.97389 0.11318 -2.13617
P 0.01329 -1.62832 1.12874
P 2.82214 0.37674 2.45307
F -7.05811 0.64802 -0.73175
F -2.48229 -3.39461 -4.49741
F -7.36969 0.83314 -2.86799
F -3.76399 -3.23433 -2.75879
F -4.63765 -3.37989 -4.73973
F -7.26328 -1.13033 -1.96072
O -4.43167 -0.68305 -1.06263
O -2.40552 -0.75363 -3.33350
O -4.56780 1.49438 -2.20535
O -3.38416 -0.75350 -5.54993
N 0.94922 1.65269 -0.72005
N 0.26344 0.54152 -0.52825
N 1.08768 -0.72595 -5.49398
N -0.02966 0.93179 -4.38408
N 1.84532 1.77392 0.22676
N -4.90149 -0.58655 -3.56306
N -2.15581 1.62441 -1.15309
N -0.68342 1.36355 -3.25451
C 4.18488 2.41568 3.75377
C 0.50882 -0.31076 -4.38295
C -2.49980 3.94934 -1.54028
C 4.43234 0.01379 1.72839
C 4.24338 3.57089 4.52109
C 2.22556 -3.05386 0.27073
C -1.19948 2.53522 -3.15684
C 6.93366 -0.52059 0.66652
C 1.83739 3.69539 4.53382
C 1.77113 2.54203 3.77510
C -2.03919 -2.68977 4.44626
C -1.22592 -2.74966 3.32524
C -1.96676 2.73480 -1.90770
C 2.94661 1.90666 3.37620
C 6.24567 0.62280 0.27532
C 0.81668 -5.45750 0.11398
C -3.63066 -2.89647 -4.04298
C -1.49013 -0.35535 3.02953
C 0.16654 -4.30830 0.53335
C 0.72481 -0.09658 0.57940
C 3.07503 4.20879 4.90645
C 0.88034 -3.11068 0.63368
C -0.95352 -1.57729 2.62702
C -1.10292 3.56389 -4.22571
C 1.73738 0.71972 1.05341
C 4.99636 0.89685 0.80481
C 2.85771 -4.20414 -0.16537
C 5.12026 -1.13081 2.11984
C -3.45452 2.89287 0.37520
C -2.57585 -1.47713 4.85598
C -3.25808 4.03084 -0.37852
C -6.80459 0.10908 -1.92276
C -2.30058 -0.31193 4.15095
C 6.37451 -1.39457 1.58683
C -2.88532 1.70070 -0.04642
C 2.15969 -5.40447 -0.23125
H 6.68964 1.30562 -0.43655
H 3.12530 5.10822 5.50536
H 4.67483 -1.80569 2.84069
H 7.91344 -0.72541 0.25575
H 1.18824 -0.14474 -6.31209
H -1.19585 4.56618 -3.82037
H -3.69858 4.97286 -0.08253
H 1.41440 -1.67779 -5.55516
H 0.80805 2.12459 3.50172
H -0.78685 -3.69191 3.02567
H 5.20377 3.96884 4.81880
H -4.05336 2.90629 1.27448
H -3.20471 -1.43778 5.73492
H -1.91810 3.41989 -4.94172
H -2.24735 -3.59173 5.00517
H -0.14663 3.50831 -4.74541
H 0.92893 4.19324 4.84496
H -3.04128 0.78110 0.49709
H 2.66448 -6.30313 -0.55957
H 6.91675 -2.27707 1.89863
H -1.24267 0.55673 2.49671
H 2.77835 -2.12575 0.33437
H 4.46449 1.79244 0.50782
H 3.90276 -4.16457 -0.44140
H -0.25170 1.39538 -5.25557
H -2.35286 4.82355 -2.15516
H 5.09905 1.91919 3.45587
H -0.88605 -4.35700 0.78688
H -2.70877 0.63219 4.48591
H 0.27257 -6.38970 0.05159
*
```



(2)
C5H8N2 in the gas phase at a distorted geometry, computed with ωB97M-V with the def2-TZVPD basis set.

Lowest unoccupied orbital energy (Ha): 0.0152
Energy above the lowest of the compared OMol25 structures with the same formula, charge and spin (eV): 4.461

The geometry in ORCA input format:
```
! RIJCOSX wB97M-V def2-TZVPD def2/J DEFGRID3
* xyz 0 1
N -2.37268 2.14703 0.73392
N 0.39818 -1.22033 -1.04948
C 1.26424 -0.45255 -0.12294
C -1.07555 0.60476 -0.94088
C 0.61918 -0.15739 1.31029
C -0.77520 -0.80454 -0.46440
C -1.81685 1.45331 -0.00636
H 0.51788 -1.07982 1.89416
H -0.32564 0.39211 1.47422
H 2.12468 -1.07122 0.12803
H -1.77132 0.27345 -1.72314
H 1.59377 0.46211 -0.62715
H 1.38514 0.47469 1.74113
H -0.29474 1.20022 -1.43853
H 0.52891 -2.22182 -0.90888
*
```



(3)
C3H6O2 in the gas phase, computed with ωB97M-V with the def2-TZVPD basis set.

Lowest unoccupied orbital energy (Ha): 0.0289
Energy above the lowest of the compared OMol25 structures with the same formula, charge and spin (eV): 3.958

The geometry in ORCA input format:
```
! RIJCOSX wB97M-V def2-TZVPD def2/J DEFGRID3
* xyz 0 1
O -0.95240 1.31085 1.33981
O 0.69395 0.09220 -0.09817
C -0.37380 0.28452 -0.85450
C 1.39069 -1.12312 -0.35892
C -1.36429 0.92224 0.06234
H -2.03004 0.02593 0.10746
H 2.24218 -1.13912 0.31940
H -1.95971 1.70267 -0.41851
H 1.67649 -1.21363 -1.40676
H 0.69692 -1.92170 -0.09398
H -0.01999 1.05917 1.40183
*
```



(4)
C4H8 in the gas phase at a distorted geometry, computed with ωB97M-V with the def2-TZVPD basis set.

Lowest unoccupied orbital energy (Ha): 0.0489
Energy above the lowest of the compared OMol25 structures with the same formula, charge and spin (eV): 0.315

The geometry in ORCA input format:
```
! RIJCOSX wB97M-V def2-TZVPD def2/J DEFGRID3
* xyz 0 1
C -1.75178 -0.80265 -0.31803
C -0.49694 0.01113 -0.39747
C 0.46064 0.09628 0.50611
C 1.76828 0.79312 0.23744
H -2.46689 -0.37296 0.39451
H -1.57109 -1.78818 0.12932
H 2.53289 0.59394 0.99338
H -2.32507 -0.98250 -1.22259
H 0.34350 -0.38754 1.47198
H 2.25270 0.51233 -0.69044
H 1.58735 1.87110 0.27534
H -0.33358 0.45593 -1.37955
*
```



Calculated total energy, record by record: -258836.7775, -8290.5353, -7299.7198, -4276.8779 eV